1.
ORCA calculation (the ωB97M-V functional and the def2-TZVPD basis) on 7 unconnected molecules or ions with the total composition C24H30FNO17 at a distorted geometry.

Atoms and positions in Å:
O1 -24.226 -22.011 -18.947
H1 -24.770 -21.220 -18.978
H2 -23.619 -21.960 -18.205
H3 -24.756 -22.811 -18.936
C1 -22.129 -22.883 -16.549
C2 -21.718 -23.596 -15.446
C3 -21.212 -22.940 -14.138
O2 -20.776 -23.705 -13.218
C4 -21.178 -21.518 -14.155
C5 -21.715 -20.690 -15.165
C6 -22.133 -21.411 -16.484
O3 -22.563 -20.689 -17.341
O4 -22.001 -19.528 -14.932
O5 -21.880 -24.915 -15.601
H4 -22.591 -23.326 -17.419
H5 -20.609 -21.028 -13.379
C7 -28.146 -25.132 -15.821
C8 -26.974 -25.327 -16.471
C9 -26.041 -24.170 -16.765
O6 -25.018 -24.197 -17.495
C10 -26.410 -22.880 -16.396
C11 -27.653 -22.584 -15.703
C12 -28.504 -23.764 -15.269
O7 -29.135 -23.610 -14.258
O8 -28.092 -21.454 -15.513
O9 -26.673 -26.558 -16.594
H6 -28.751 -25.991 -15.569
H7 -25.719 -22.060 -16.522
F1 -25.272 -19.658 -18.404
C13 -22.300 -18.547 -19.727
O10 -22.004 -18.171 -18.446
C14 -20.615 -17.873 -18.130
C15 -20.530 -16.682 -17.082
N1 -21.448 -16.927 -15.950
C16 -21.980 -15.697 -15.289
C17 -22.955 -16.006 -14.118
O11 -24.081 -16.480 -14.844
C18 -25.131 -16.674 -13.955
H8 -23.320 -18.932 -19.736
H9 -21.657 -19.361 -20.059
H10 -22.034 -17.786 -20.461
H11 -20.069 -17.732 -19.062
H12 -20.239 -18.784 -17.665
H13 -20.898 -15.742 -17.492
H14 -19.676 -16.448 -16.447
H15 -20.744 -17.348 -15.361
H16 -22.403 -15.006 -16.018
H17 -21.063 -15.237 -14.921
H18 -23.287 -15.192 -13.474
H19 -22.384 -16.634 -13.435
H20 -24.672 -17.169 -13.100
H21 -25.952 -17.316 -14.272
H22 -25.632 -15.848 -13.449
C19 -29.630 -23.456 -20.349
C20 -29.554 -22.989 -18.821
O12 -28.472 -22.043 -18.795
C21 -27.793 -22.081 -19.944
O13 -26.584 -21.853 -20.159
O14 -28.417 -22.902 -20.831
H23 -30.484 -23.069 -20.904
H24 -29.798 -24.532 -20.325
H25 -29.439 -23.796 -18.098
H26 -30.545 -22.584 -18.618
C22 -24.593 -26.992 -22.163
C23 -24.664 -25.945 -23.260
O15 -24.788 -24.786 -22.503
C24 -24.340 -24.993 -21.266
O16 -23.626 -24.138 -20.667
O17 -24.314 -26.265 -21.031
H27 -23.893 -27.770 -22.467
H28 -25.438 -27.672 -22.059
H29 -25.528 -26.240 -23.856
H30 -23.762 -26.013 -23.869

Its HOMO energy is 4.46 eV. The calculation puts the maximum force at 8.05 eV Å⁻¹. Its net charge is -4.

2.
ORCA calculation (the ωB97M-V functional and the def2-TZVPD basis) on a molecular structure, C26H21N6O2PdS.

Atoms and positions in Å:
Pd1 -0.942 0.028 -0.032
O1 -3.501 -4.520 -5.965
C1 -2.719 -3.406 -5.859
O2 -2.514 -2.757 -6.854
C2 -2.193 -3.081 -4.518
C3 -2.276 -3.928 -3.412
C4 -1.770 -3.569 -2.181
C5 -1.158 -2.307 -1.983
C6 -1.066 -1.465 -3.118
C7 -1.565 -1.842 -4.338
N1 -0.612 -1.914 -0.808
C8 -1.033 -2.553 0.409
C9 -0.638 -1.068 2.456
C10 -1.039 -1.504 3.706
C11 -0.273 -1.134 4.795
C12 0.864 -0.364 4.591
C13 1.189 -0.017 3.291
N2 0.452 -0.358 2.239
H1 -3.654 -4.888 -5.086
H2 -2.708 -4.921 -3.496
H3 -1.828 -4.272 -1.361
H4 -0.584 -0.501 -2.991
H5 -1.493 -1.183 -5.193
H6 -1.950 -3.141 0.337
H7 -1.942 -2.093 3.794
H8 -0.563 -1.441 5.792
H9 1.476 -0.030 5.418
H10 2.076 0.571 3.079
S1 -2.387 1.342 1.264
C14 -3.333 -0.133 1.725
N3 -4.496 0.111 2.242
N4 -5.211 -1.016 2.702
C15 -5.314 -2.260 2.125
C16 -5.327 -2.422 0.732
C17 -5.488 -3.674 0.175
C18 -5.667 -4.804 0.974
C19 -5.695 -4.643 2.352
C20 -5.520 -3.391 2.924
N5 -2.832 -1.379 1.524
N6 -1.463 -1.353 1.279
C21 0.039 -3.389 1.069
C22 1.390 -3.086 0.930
C23 2.346 -3.875 1.549
C24 1.963 -4.980 2.302
C25 0.619 -5.295 2.431
C26 -0.338 -4.499 1.814
H11 -5.346 -0.973 3.700
H12 -5.191 -1.552 0.104
H13 -5.475 -3.773 -0.904
H14 -5.784 -5.784 0.529
H15 -5.843 -5.504 2.995
H16 -5.525 -3.281 4.004
H17 1.671 -2.232 0.328
H18 3.395 -3.630 1.443
H19 2.713 -5.601 2.776
H20 0.314 -6.159 3.007
H21 -1.392 -4.734 1.916

Its HOMO energy is -3.93 eV. The calculation puts the maximum force at 0.80 eV Å⁻¹. Its net charge is -1.

3.
ORCA calculation (the ωB97M-V functional and the def2-TZVPD basis) on a gas-phase ion, C6H8N (charge +1) at a distorted geometry.

Atoms and positions in Å:
C1 2.103 0.063 0.140
C2 1.157 -0.755 -0.118
C3 3.306 0.553 -0.103
C4 0.083 -1.665 0.089
C5 -1.549 0.560 -0.769
C6 -0.915 -0.579 -0.159
N1 -1.528 0.395 0.721
H1 3.973 1.183 0.414
H2 3.620 0.309 -1.113
H3 0.016 -2.458 -0.689
H4 0.094 -2.209 1.006
H5 -1.027 1.307 -1.359
H6 -2.438 0.256 -1.242
H7 -1.276 1.233 1.319
H8 -2.457 0.188 1.172

Its HOMO energy (spin up / spin down) is -12.01 / -12.52 eV. The calculation puts the maximum force at 3.87 eV Å⁻¹. Its net charge is +1. The relative energy (zero: lowest compared OMol25 entry of this formula, charge and spin) is 182.3 kcal per mole.

4.
ORCA calculation (the ωB97M-V functional and the def2-TZVPD basis) on 11 unconnected molecules or ions with the total composition C32H93N13O11 at a distorted geometry.

Atoms and positions in Å:
C1 6.049 -7.785 -6.020
O1 5.772 -6.677 -5.179
C2 6.567 -5.524 -5.493
C3 6.788 -4.754 -4.141
C4 6.976 -3.320 -4.395
N1 7.861 -5.285 -3.359
H1 5.350 -8.600 -5.831
H2 7.009 -8.167 -5.672
H3 6.044 -7.548 -7.084
H4 7.542 -5.712 -5.943
H5 6.048 -4.865 -6.189
H6 5.876 -4.933 -3.572
H7 7.147 -2.839 -3.432
H8 6.103 -2.880 -4.877
H9 7.827 -3.029 -5.011
H10 7.423 -6.114 -2.985
H11 8.524 -5.539 -4.077
C5 0.086 4.710 5.250
O2 -0.717 4.911 4.052
C6 0.154 5.514 3.031
C7 -0.766 5.848 1.807
C8 -1.373 4.641 1.088
N2 0.090 6.645 0.917
H12 -0.341 3.824 5.721
H13 0.044 5.510 5.990
H14 1.152 4.631 5.039
H15 0.540 6.510 3.249
H16 0.970 4.821 2.826
H17 -1.552 6.439 2.277
H18 -1.690 5.025 0.118
H19 -2.263 4.513 1.704
H20 -0.671 3.811 1.014
H21 0.842 6.012 0.687
H22 0.590 7.181 1.611
C9 0.712 -0.120 2.961
O3 0.408 -1.310 2.155
C10 0.844 -1.199 0.795
C11 0.189 -2.177 -0.141
C12 0.563 -1.988 -1.540
N3 -1.189 -1.877 -0.109
H23 0.488 -0.417 3.986
H24 0.026 0.640 2.587
H25 1.768 0.127 2.849
H26 0.576 -0.185 0.495
H27 1.924 -1.334 0.730
H28 0.460 -3.193 0.144
H29 0.258 -1.034 -1.970
H30 0.137 -2.817 -2.104
H31 1.635 -1.981 -1.739
H32 -1.347 -1.634 0.858
H33 -1.411 -1.088 -0.700
C13 1.433 -2.062 -8.533
O4 1.170 -2.289 -9.923
C14 0.877 -1.212 -10.831
C15 1.003 -1.609 -12.378
C16 0.967 -0.451 -13.273
N4 -0.015 -2.578 -12.767
H34 2.231 -1.350 -8.325
H35 1.800 -2.952 -8.022
H36 0.560 -1.709 -7.984
H37 -0.064 -0.696 -10.640
H38 1.590 -0.412 -10.632
H39 1.984 -2.042 -12.574
H40 1.003 -0.731 -14.326
H41 1.911 0.064 -13.094
H42 0.237 0.317 -13.016
H43 -0.125 -2.707 -13.763
H44 0.368 -3.454 -12.442
C17 -8.370 -4.417 -3.164
O5 -7.873 -5.313 -2.175
C18 -6.530 -5.720 -2.445
C19 -5.850 -6.616 -1.385
C20 -6.054 -5.974 0.033
N5 -4.363 -6.676 -1.527
H45 -8.042 -3.388 -3.014
H46 -9.447 -4.330 -3.025
H47 -8.247 -4.647 -4.222
H48 -6.344 -6.086 -3.455
H49 -5.776 -4.935 -2.382
H50 -6.254 -7.622 -1.493
H51 -5.718 -4.965 0.270
H52 -5.813 -6.524 0.943
H53 -7.137 -5.845 0.044
H54 -4.046 -7.260 -0.767
H55 -4.044 -5.779 -1.191
C21 -9.521 3.269 5.812
O6 -8.266 3.959 5.741
C22 -7.283 3.482 4.731
C23 -6.503 2.234 5.237
C24 -5.541 2.701 6.349
N6 -5.618 1.705 4.246
H56 -9.312 2.591 6.639
H57 -9.662 2.695 4.896
H58 -10.298 4.000 6.036
H59 -7.816 3.264 3.806
H60 -6.615 4.296 4.447
H61 -7.122 1.504 5.757
H62 -5.129 1.841 6.877
H63 -6.110 3.280 7.077
H64 -4.663 3.311 6.137
H65 -6.096 1.642 3.359
H66 -4.751 2.189 4.056
C25 7.253 4.456 6.141
O7 7.769 5.235 5.070
C26 8.775 6.134 5.508
C27 8.201 7.543 6.003
C28 7.809 8.553 4.900
N7 9.014 8.206 6.995
H67 6.699 3.603 5.750
H68 6.391 4.892 6.646
H69 7.945 4.037 6.871
H70 9.500 5.626 6.144
H71 9.475 6.396 4.715
H72 7.325 7.313 6.610
H73 6.774 8.516 4.561
H74 8.332 8.368 3.961
H75 7.929 9.577 5.252
H76 8.683 9.154 7.102
H77 9.908 8.335 6.543
N8 -6.167 0.208 -0.502
C29 -5.739 0.618 -1.671
N9 -6.688 1.102 -2.398
O8 -4.560 0.717 -1.929
H78 -7.138 0.081 -0.254
H79 -5.468 -0.399 -0.098
H80 -6.689 1.239 -3.399
H81 -7.559 1.379 -1.967
N10 1.471 -5.331 5.369
C30 0.825 -5.652 6.423
N11 0.902 -6.925 6.538
O9 0.247 -4.830 7.115
H82 1.544 -4.339 5.192
H83 1.599 -6.017 4.640
H84 1.279 -7.391 5.725
H85 0.445 -7.439 7.278
N12 -0.499 2.362 -6.319
C31 0.281 2.669 -5.330
N13 -0.391 3.183 -4.290
O10 1.512 2.452 -5.305
H86 -0.154 1.864 -7.126
H87 -1.419 2.781 -6.300
H88 -1.393 3.286 -4.217
H89 0.225 3.534 -3.571
C32 0.618 0.280 10.709
O11 -0.392 1.140 11.242
H90 0.885 -0.448 11.476
H91 0.329 -0.223 9.786
H92 1.535 0.867 10.664
H93 0.022 1.906 11.645

Its HOMO energy is -8.82 eV. The calculation puts the maximum force at 6.64 eV Å⁻¹. The relative energy (zero: lowest compared OMol25 entry of this formula, charge and spin) is 25.3 kcal per mole.